[1]
A structure of composition C32H80CuF6NO34S12 in a non-equilibrium geometry, computed with wB97M-V/def2-TZVPD.

Summary:
* frontier orbital gap (spin up / spin down): 0.3196 / 0.2004 Eh
* expectation value of S²: 0.752
* total charge: +1
* relative energy (zero: lowest compared OMol25 entry of this formula, charge and spin): 0.0 kJ/mol
* 2S+1: 2
* E_HOMO (spin up / spin down): -12.33 / -12.33 eV

Last column: Löwdin spin population.
Cartesian coordinates (Å):
Cu 2.4295 -0.2845 2.0525  0.77
C -1.6581 0.7479 1.3947  0.00
F -1.9582 1.5669 2.3823  0.00
F -1.6196 -0.5053 1.8338  0.00
F -2.5201 0.8450 0.4120  0.00
S 0.0566 1.2641 0.7646  0.01
O -0.0534 1.9242 -0.4872  0.00
O 0.6425 2.0368 1.8092  0.00
N 0.8778 -0.2631 0.7941  0.13
S 0.5439 -0.9791 -0.6433  0.01
O -0.7572 -0.6988 -1.1355  0.03
O 1.6122 -0.8918 -1.5798  0.00
C 0.4653 -2.7530 -0.1111  0.00
F 0.4067 -3.5043 -1.1736  0.00
F 1.5533 -3.0250 0.6126  0.00
F -0.5606 -2.9703 0.6970  0.00
O -5.6202 0.8280 0.3727  0.00
S -5.6510 -0.1818 -0.6344  0.00
O -6.8496 -0.6608 -1.2336  0.00
O -4.6493 0.3135 -1.7581  0.00
C -4.4883 -0.5190 -2.9226  0.00
C -3.3663 0.0428 -3.7659  0.00
C -4.7640 -1.6009 0.0125  0.00
H -5.4106 -0.6942 -3.4728  0.00
H -4.1373 -1.4893 -2.5481  0.00
H -2.4975 0.1873 -3.1223  0.00
H -3.6288 1.0027 -4.2125  0.00
H -3.1116 -0.6397 -4.5758  0.00
H -5.2674 -1.7305 0.9707  0.00
H -3.6948 -1.4331 0.0214  0.00
H -5.0880 -2.4243 -0.6208  0.00
O -1.2811 -5.9696 0.4402  0.00
S -2.5518 -6.1895 -0.1664  0.00
O -2.6503 -6.9343 -1.3808  0.00
O -3.5340 -6.8704 0.8703  0.00
C -4.6544 -7.6133 0.3444  0.00
C -5.5856 -7.9214 1.4835  0.00
C -3.3127 -4.5949 -0.3404  0.00
H -4.3081 -8.5535 -0.0939  0.00
H -5.1217 -7.1640 -0.5361  0.00
H -6.3329 -8.6227 1.1007  0.00
H -6.0323 -7.0680 1.9824  0.00
H -5.0733 -8.5702 2.1980  0.00
H -2.6027 -3.9210 -0.8090  0.00
H -3.6247 -4.2935 0.6574  0.00
H -4.2029 -4.6944 -0.9597  0.00
O 0.0087 -2.1160 -4.4991  0.00
S 0.2035 -1.8409 -5.8853  0.00
O -0.9188 -1.6996 -6.7485  0.00
O 1.1243 -0.5521 -6.0546  0.00
C 1.2744 0.2722 -4.8862  0.00
C 2.2883 1.3757 -5.1317  0.00
C 1.2625 -3.0912 -6.5974  0.00
H 1.5635 -0.3332 -4.0290  0.00
H 0.3451 0.7630 -4.5881  0.00
H 2.9841 1.1784 -5.9467  0.00
H 2.9111 1.5286 -4.2557  0.00
H 1.8106 2.3183 -5.4011  0.00
H 2.2635 -2.6910 -6.7188  0.00
H 0.8027 -3.3214 -7.5548  0.00
H 1.2542 -3.9799 -5.9734  0.00
O 2.2956 1.2341 3.4563  0.02
S 2.0473 1.7109 4.8101  0.00
O 3.0989 1.6698 5.7577  0.00
O 1.5139 3.1676 4.6318  0.00
C 2.5043 4.0836 4.1016  0.00
C 1.8135 5.2124 3.3729  0.00
C 0.6210 0.9483 5.4791  0.00
H 3.2084 3.6197 3.4093  0.00
H 3.0896 4.5327 4.9038  0.00
H 1.1900 4.9125 2.5303  0.00
H 2.5548 5.9113 2.9792  0.00
H 1.1922 5.8054 4.0465  0.00
H 0.7863 -0.1270 5.5448  0.00
H -0.2204 1.1394 4.8148  0.00
H 0.4737 1.3023 6.4956  0.00
O 5.5145 2.4776 0.3336  0.00
S 4.2538 1.9626 -0.0550  0.00
O 3.5087 1.0887 0.8086  0.01
O 3.2568 3.1225 -0.4362  0.00
C 3.8267 4.4386 -0.6719  0.00
C 2.7379 5.2220 -1.4089  0.00
C 4.3753 1.0931 -1.5925  0.00
H 4.6921 4.2864 -1.3125  0.00
H 4.0644 5.0027 0.2280  0.00
H 2.7535 4.9177 -2.4564  0.00
H 2.8138 6.3002 -1.3193  0.00
H 1.7777 4.8713 -1.0249  0.00
H 4.5221 0.0812 -1.2159  0.00
H 5.2293 1.4469 -2.1642  0.00
H 3.5079 1.0700 -2.2436  0.00
O 4.8075 0.0250 -4.4816  0.00
S 6.0554 -0.6262 -4.7655  0.00
O 7.2554 -0.0039 -4.3164  0.00
O 6.0037 -2.0633 -4.1098  0.00
C 4.8010 -2.8713 -4.2050  0.00
C 3.8096 -2.4327 -3.1561  0.00
C 6.2384 -0.9502 -6.4975  0.00
H 5.1410 -3.8881 -4.0212  0.00
H 4.3990 -2.8217 -5.2191  0.00
H 2.9799 -3.1199 -3.0019  0.00
H 3.3732 -1.4699 -3.4097  0.00
H 4.3551 -2.2557 -2.2303  0.00
H 6.2820 0.0034 -7.0123  0.00
H 5.3478 -1.4887 -6.8210  0.00
H 7.1059 -1.5975 -6.5798  0.00
O -4.5253 3.4200 6.7710  0.00
S -5.3686 2.9458 5.7376  0.00
O -6.7468 3.3124 5.6920  0.00
O -4.6822 3.3682 4.3680  0.00
C -5.4980 3.1806 3.1792  0.00
C -4.8087 3.8446 2.0220  0.00
C -5.1577 1.1822 5.6648  0.00
H -6.5004 3.5803 3.3299  0.00
H -5.6316 2.0992 3.0811  0.00
H -5.3945 3.6772 1.1168  0.00
H -3.8187 3.4291 1.8379  0.00
H -4.7575 4.9162 2.2099  0.00
H -5.6859 0.8729 6.5694  0.00
H -4.1007 0.9951 5.7985  0.00
H -5.6987 0.8215 4.7971  0.00
O -3.6021 7.1998 -3.2832  0.00
S -3.8362 7.6264 -1.9468  0.00
O -4.9385 8.4572 -1.6253  0.00
O -3.8987 6.3935 -0.9593  0.00
C -3.4935 5.0674 -1.4487  0.00
C -2.2452 4.6525 -0.7374  0.00
C -2.3662 8.4406 -1.3640  0.00
H -3.3701 5.1022 -2.5261  0.00
H -4.3597 4.5063 -1.1064  0.00
H -2.1891 4.9235 0.3216  0.00
H -1.3202 5.1168 -1.1078  0.00
H -1.9471 3.6021 -0.7538  0.00
H -2.5310 8.7935 -0.3517  0.00
H -2.1505 9.2222 -2.0852  0.00
H -1.5985 7.6685 -1.3554  0.00
O -2.4916 -0.9179 4.8214  0.00
S -2.7592 -2.1244 5.5527  0.00
O -3.9668 -2.2374 6.2730  0.00
O -2.7385 -3.3259 4.5251  0.00
C -1.6889 -3.3673 3.5511  0.00
C -0.9999 -4.7217 3.5452  0.00
C -1.3004 -2.4861 6.4959  0.00
H -0.8864 -2.6478 3.7382  0.00
H -2.0714 -3.1160 2.5625  0.00
H -0.2752 -4.6889 2.7275  0.00
H -1.6383 -5.5786 3.3503  0.00
H -0.4365 -4.8165 4.4747  0.00
H -1.5312 -3.4946 6.8571  0.00
H -1.1651 -1.9009 7.3990  0.00
H -0.4612 -2.5567 5.8140  0.00
O 3.8108 -1.5262 1.1596  0.01
S 4.9072 -2.3852 0.7773  0.00
O 4.6490 -3.4908 -0.0677  0.00
O 5.9081 -1.4239 0.0828  0.00
C 7.0421 -1.8813 -0.7305  0.00
C 7.7954 -0.6512 -1.1645  0.00
C 5.7979 -2.9487 2.2050  0.00
H 6.5902 -2.3684 -1.5999  0.00
H 7.6191 -2.7038 -0.3036  0.00
H 8.3519 -0.2589 -0.3108  0.00
H 7.1516 0.1541 -1.5050  0.00
H 8.4637 -0.9331 -1.9749  0.00
H 6.6764 -2.3394 2.4066  0.00
H 6.2678 -3.8665 1.8473  0.00
H 5.0976 -3.0980 3.0171  0.00



[2]
A cluster of 9 separate species, C32H80O14S in total in a non-equilibrium geometry, computed with wB97M-V/def2-TZVPD.

Summary:
* frontier orbital gap: 0.3854 Eh
* total charge: 0
* E_HOMO: -9.89 eV

Last column: Löwdin charge in e.
Cartesian coordinates (Å):
C 3.6034 -1.9624 -2.9264  0.04
C 3.3707 -3.3950 -2.5422  -0.61
O 2.8418 -3.6319 -1.5483  0.15
O 3.8726 -4.3306 -3.3470  0.02
C 3.0124 -5.4693 -3.4743  -0.17
C 1.9491 -5.3678 -4.5472  -0.15
C 0.6055 -4.8259 -4.0979  -0.20
C -0.0324 -5.4971 -2.8705  -0.16
C -0.7270 -4.4017 -2.0464  -0.15
C -2.2617 -4.4021 -2.1319  -0.25
O -2.7449 -3.2223 -2.7900  -0.32
S -3.3010 -3.6633 -4.2652  0.95
O -2.2225 -3.7238 -5.1806  -0.37
O -4.1145 -2.2493 -4.6217  -0.31
O -3.1719 -1.3899 -5.2720  -0.07
H 4.6258 -1.7420 -2.6696  0.09
H 3.5050 -1.8325 -3.9891  0.08
H 2.9217 -1.3379 -2.3911  0.07
H 3.6470 -6.2861 -3.7661  0.12
H 2.6342 -5.7243 -2.4997  0.10
H 1.8498 -6.2971 -5.1003  0.10
H 2.3249 -4.6586 -5.2729  0.12
H -0.0669 -4.9818 -4.9217  0.09
H 0.6278 -3.7603 -3.9405  0.10
H -0.7992 -6.1744 -3.2120  0.10
H 0.6436 -6.0919 -2.2836  0.10
H -0.3806 -3.4303 -2.3441  0.10
H -0.4932 -4.5859 -1.0107  0.11
H -2.6202 -4.3755 -1.1190  0.11
H -2.6725 -5.2979 -2.5783  0.10
H -2.4253 -1.3257 -4.6705  0.08
C 4.0117 3.7337 -1.8465  -0.06
C 3.3412 2.4248 -2.2274  -0.48
C 2.6925 1.7709 -1.0193  -0.05
O 4.3075 1.5326 -2.8030  -0.06
H 4.8022 3.5631 -1.1097  0.08
H 4.4812 4.1947 -2.7169  0.08
H 3.2893 4.4335 -1.4252  0.06
H 2.5902 2.6078 -2.9882  0.14
H 3.4446 1.5393 -0.2578  0.08
H 2.2183 0.8320 -1.3026  0.07
H 1.9388 2.4225 -0.5765  0.07
H 4.9767 1.3644 -2.1337  0.08
C -0.6726 5.8983 0.9665  -0.06
C 0.3805 4.8216 1.1806  -0.49
C 0.7093 4.6529 2.6540  -0.06
O 1.5675 5.1569 0.4557  -0.07
H -0.3119 6.8658 1.3265  0.08
H -0.8930 6.0125 -0.0953  0.08
H -1.5979 5.6561 1.4907  0.08
H 0.0229 3.8744 0.7752  0.13
H 1.1158 5.5814 3.0670  0.09
H 1.4690 3.8837 2.7904  0.07
H -0.1713 4.3731 3.2292  0.07
H 1.8976 5.9921 0.7999  0.09
C 1.4333 2.7446 6.7660  -0.06
C -0.0237 2.9923 6.4107  -0.49
C -0.9660 2.2034 7.3069  -0.06
O -0.2413 2.6321 5.0445  -0.07
H 1.6867 1.6882 6.6369  0.08
H 2.0885 3.3137 6.1045  0.07
H 1.6465 3.0291 7.7972  0.08
H -0.2453 4.0568 6.4978  0.14
H -0.7913 1.1285 7.2009  0.09
H -1.9998 2.3844 7.0308  0.05
H -0.8332 2.4748 8.3554  0.09
H -0.0501 1.6941 4.9524  0.09
C -0.6099 -9.1470 -7.5714  -0.06
C 0.8665 -8.9931 -7.2396  -0.50
C 1.6503 -10.2400 -7.6198  -0.06
O 1.0233 -8.7301 -5.8440  -0.06
H -1.0444 -9.9814 -7.0143  0.08
H -1.1606 -8.2499 -7.2881  0.08
H -0.7601 -9.3260 -8.6366  0.08
H 1.2725 -8.1300 -7.7675  0.14
H 1.2854 -11.1080 -7.0642  0.08
H 2.7045 -10.1193 -7.3707  0.08
H 1.5662 -10.4508 -8.6864  0.08
H 0.6693 -9.4820 -5.3600  0.08
C -1.2326 -0.2318 -7.7944  -0.07
C 0.2564 -0.2087 -7.5093  -0.49
C 0.9904 -1.1875 -8.4188  -0.06
O 0.4946 -0.5482 -6.1387  -0.06
H -1.6316 -1.2315 -7.6028  0.08
H -1.7718 0.4580 -7.1442  0.08
H -1.4411 0.0332 -8.8317  0.08
H 0.6471 0.7998 -7.6555  0.14
H 0.6340 -2.2073 -8.2481  0.08
H 2.0589 -1.1867 -8.2139  0.08
H 0.8386 -0.9385 -9.4700  0.08
H 0.1561 -1.4389 -5.9994  0.07
C -6.4464 2.0497 7.7622  -0.06
C -5.2377 2.1214 6.8428  -0.49
C -5.4925 1.3911 5.5328  -0.06
O -4.0990 1.5562 7.4953  -0.06
H -6.6760 1.0105 8.0149  0.08
H -6.2454 2.5711 8.6974  0.08
H -7.3255 2.4965 7.2968  0.08
H -4.9969 3.1635 6.6400  0.11
H -5.6922 0.3316 5.7150  0.08
H -4.6147 1.4459 4.8882  0.08
H -6.3434 1.8179 5.0001  0.08
H -4.2924 0.6330 7.6839  0.09
C -5.1457 8.1685 6.0387  -0.06
C -4.8614 6.7966 6.6312  -0.49
C -4.0839 5.9234 5.6595  -0.06
O -6.0909 6.1558 6.9769  -0.06
H -5.7524 8.0784 5.1336  0.08
H -5.7092 8.7795 6.7436  0.08
H -4.2218 8.6902 5.7860  0.08
H -4.2955 6.9081 7.5561  0.14
H -4.6565 5.7606 4.7419  0.08
H -3.8942 4.9441 6.0971  0.06
H -3.1276 6.3763 5.3947  0.08
H -6.6035 6.0504 6.1699  0.08
C 4.5552 0.9458 5.3033  -0.06
C 4.3280 2.0658 4.2980  -0.50
C 4.9970 1.7619 2.9658  -0.06
O 4.8361 3.2915 4.8253  -0.06
H 5.6212 0.8156 5.5079  0.08
H 4.0756 1.1832 6.2528  0.06
H 4.1553 -0.0009 4.9368  0.08
H 3.2573 2.2076 4.1445  0.12
H 6.0784 1.6608 3.0925  0.08
H 4.8306 2.5773 2.2612  0.07
H 4.6107 0.8396 2.5292  0.08
H 5.7809 3.1814 4.9667  0.08